1.
{"formula": "H30O15", "method": "wB97M-V/def2-TZVPD", "de_lowest_kj_mol": 218.3, "homo_ev": -10.12, "lumo_energy_ev": -0.46, "charge": 0, "max_force_ev_per_a": 3.9, "species": ["O", "H", "H", "O", "H", "H", "O", "H", "H", "O", "H", "H", "O", "H", "H", "O", "H", "H", "O", "H", "H", "O", "H", "H", "O", "H", "H", "O", "H", "H", "O", "H", "H", "O", "H", "H", "O", "H", "H", "O", "H", "H", "O", "H", "H"], "positions_angstrom": [[17.711, 12.927, -21.774], [16.716, 12.784, -21.969], [17.644, 12.999, -20.844], [18.486, 9.108, -17.749], [18.849, 9.327, -16.904], [17.824, 8.445, -17.690], [16.683, 9.919, -20.161], [16.310, 10.118, -21.008], [15.872, 9.672, -19.700], [21.515, 12.401, -22.859], [22.412, 12.605, -22.719], [21.066, 13.116, -22.423], [20.536, 8.481, -21.832], [20.255, 9.414, -21.613], [21.092, 8.779, -22.576], [16.312, 10.983, -17.468], [16.905, 10.295, -17.805], [15.680, 10.558, -16.910], [18.965, 10.903, -23.505], [18.824, 10.661, -24.441], [19.848, 11.159, -23.551], [17.780, 7.066, -19.995], [17.210, 7.798, -20.072], [17.890, 6.911, -19.047], [17.304, 12.907, -18.988], [17.072, 12.254, -18.354], [18.135, 13.180, -18.625], [16.399, 10.573, -22.740], [16.314, 10.510, -23.715], [17.269, 10.981, -22.576], [19.974, 14.672, -22.564], [19.487, 14.345, -23.318], [19.665, 14.286, -21.758], [19.295, 10.721, -20.706], [19.330, 11.700, -20.657], [18.481, 10.445, -20.340], [20.060, 13.454, -19.780], [19.832, 12.908, -19.024], [19.435, 14.198, -19.584], [21.828, 11.121, -19.222], [21.436, 11.742, -19.832], [21.468, 10.242, -19.440], [20.827, 8.518, -19.152], [20.080, 8.889, -18.643], [20.473, 8.320, -19.968]], "atomic_forces_ev_per_a": [[-2.8, -0.2, -2.0], [2.4, 0.4, 0.0], [0.0, 0.1, 2.0], [0.3, 1.3, -1.2], [0.1, -0.1, 1.1], [-0.6, -1.1, 0.5], [-0.5, -0.7, 1.4], [0.0, 0.3, -1.8], [0.2, 0.2, 0.4], [-1.1, -1.3, -0.5], [1.9, 0.1, 0.1], [-0.6, 0.8, 0.1], [0.2, 2.1, -0.9], [-0.5, -1.1, 0.4], [0.1, -1.0, 0.2], [0.5, 0.1, -0.4], [0.1, 0.1, 0.1], [-0.6, -0.3, 0.7], [-2.2, -1.0, -1.6], [-0.3, 0.0, 0.6], [2.8, 1.1, 0.6], [1.0, -1.6, 0.6], [-1.0, 1.7, -0.4], [0.1, -0.1, -0.4], [0.4, 1.1, -0.9], [-1.3, -1.3, 0.9], [0.5, 0.6, 0.2], [-0.4, 0.2, -0.8], [0.1, 0.0, 1.1], [0.2, -0.2, -0.4], [1.2, 1.1, -0.5], [-0.5, -0.4, 0.2], [-0.9, -0.5, 0.3], [1.9, 1.2, -0.4], [-0.2, -1.0, -0.3], [-1.6, -0.4, 0.7], [-1.3, 1.4, 0.5], [0.8, -0.9, 0.2], [1.0, -0.3, -0.7], [0.2, 0.1, 0.5], [0.0, 0.0, -0.4], [0.1, 0.0, 0.0], [0.9, 1.0, 3.6], [0.5, -0.4, -0.5], [-1.0, -1.0, -3.1]], "lowdin_charge": [-0.0726, 0.1090, -0.0416, -0.0035, 0.0796, 0.0389, -0.0418, 0.0030, 0.0710, -0.0192, 0.0280, -0.0163, -0.0815, 0.0178, 0.0540, -0.0361, 0.0057, 0.0545, -0.0369, 0.0799, -0.0212, -0.0143, -0.0295, 0.0295, -0.0080, -0.0211, 0.0141, -0.0809, 0.0781, -0.0026, -0.0354, 0.0523, -0.0234, -0.0367, 0.0240, -0.0125, -0.0454, 0.0394, 0.0906, -0.0681, -0.0269, -0.0101, -0.0394, 0.0091, -0.0536]}

2.
{"formula": "C34H36N8O2RbS", "method": "wB97M-V/def2-TZVPD", "homo_ev": -3.59, "lumo_energy_ev": 2.14, "charge": -1, "max_force_ev_per_a": 0.5, "species": ["Rb", "C", "C", "N", "C", "C", "C", "C", "C", "C", "C", "N", "C", "C", "N", "N", "H", "H", "H", "H", "H", "H", "H", "H", "H", "H", "H", "H", "H", "H", "H", "H", "H", "H", "O", "C", "C", "C", "C", "C", "C", "C", "O", "N", "N", "C", "C", "C", "C", "C", "C", "N", "H", "H", "H", "H", "H", "H", "H", "H", "H", "H", "C", "C", "C", "C", "C", "C", "C", "C", "C", "S", "C", "N", "H", "H", "H", "H", "H", "H", "H", "H"], "positions_angstrom": [[0.233, -0.146, 0.277], [-2.429, -1.850, -1.810], [-1.073, -2.013, -2.504], [-0.331, -0.776, -2.653], [-0.825, 0.202, -3.586], [-1.925, 1.083, -3.016], [-2.935, 1.578, -3.835], [-3.909, 2.382, -3.269], [-3.857, 2.641, -1.910], [-2.813, 2.099, -1.166], [-2.714, 2.352, 0.325], [-2.250, 1.213, 1.078], [-3.169, 0.123, 1.340], [-3.484, -0.748, 0.118], [-2.305, -1.343, -0.466], [-1.860, 1.356, -1.720], [-2.948, -2.823, -1.871], [-3.041, -1.144, -2.380], [-1.260, -2.506, -3.474], [-0.455, -2.691, -1.909], [0.662, -0.925, -2.734], [-1.195, -0.251, -4.522], [0.007, 0.859, -3.855], [-2.959, 1.324, -4.888], [-4.711, 2.784, -3.875], [-4.617, 3.239, -1.423], [-3.691, 2.725, 0.676], [-1.975, 3.149, 0.455], [-1.734, 1.498, 1.897], [-4.137, 0.474, 1.740], [-2.715, -0.511, 2.106], [-3.959, -0.132, -0.652], [-4.242, -1.485, 0.435], [-1.821, -1.973, 0.166], [-2.342, -3.349, 3.415], [-1.861, -4.588, 3.209], [-2.463, -5.652, 3.885], [-2.000, -6.941, 3.707], [-0.930, -7.195, 2.854], [-0.334, -6.141, 2.184], [-0.782, -4.830, 2.341], [-0.143, -3.691, 1.602], [-0.596, -2.520, 1.818], [0.877, -4.028, 0.826], [1.434, -2.949, 0.203], [2.460, -3.204, -0.509], [3.176, -2.141, -1.239], [4.283, -2.466, -2.023], [4.955, -1.456, -2.689], [4.514, -0.148, -2.555], [3.402, 0.089, -1.756], [2.748, -0.878, -1.121], [-1.759, -2.767, 2.840], [-3.292, -5.433, 4.545], [-2.477, -7.757, 4.238], [-0.567, -8.205, 2.716], [0.497, -6.305, 1.514], [2.846, -4.224, -0.585], [4.603, -3.497, -2.100], [5.816, -1.687, -3.304], [5.014, 0.672, -3.051], [3.009, 1.093, -1.608], [1.339, -0.216, 3.578], [1.593, 1.269, 3.505], [2.002, 1.961, 4.670], [2.228, 3.299, 4.590], [2.064, 3.976, 3.361], [2.310, 5.363, 3.250], [2.146, 5.961, 2.031], [1.743, 5.221, 0.913], [1.482, 3.854, 0.948], [0.968, 3.021, -0.481], [1.650, 3.212, 2.238], [1.417, 1.871, 2.354], [1.850, -0.654, 4.436], [1.688, -0.717, 2.678], [0.274, -0.436, 3.681], [2.133, 1.422, 5.600], [2.544, 3.863, 5.462], [2.625, 5.922, 4.124], [2.331, 7.025, 1.922], [1.622, 5.715, -0.043]], "atomic_forces_ev_per_a": [[0.3, 0.4, 0.0], [0.0, 0.0, 0.0], [0.0, 0.0, 0.0], [0.0, -0.1, 0.1], [0.0, 0.0, 0.0], [0.0, 0.0, 0.0], [0.0, 0.0, 0.0], [0.0, 0.0, 0.0], [0.0, 0.0, 0.0], [0.0, 0.0, 0.0], [0.0, 0.0, 0.0], [0.0, -0.1, 0.0], [-0.1, 0.1, -0.1], [0.0, 0.0, 0.0], [-0.1, 0.0, 0.0], [0.0, 0.0, 0.0], [0.0, 0.0, 0.0], [0.0, 0.0, 0.0], [0.0, 0.0, 0.0], [0.0, 0.0, 0.0], [0.0, -0.1, 0.0], [0.0, 0.0, 0.0], [0.0, 0.0, 0.0], [0.0, 0.0, 0.0], [0.0, 0.0, 0.0], [0.0, 0.0, 0.0], [0.0, 0.0, 0.0], [0.0, 0.0, 0.0], [-0.1, 0.0, 0.0], [0.0, 0.0, 0.0], [0.0, 0.0, 0.0], [0.0, 0.0, 0.0], [0.0, 0.0, 0.0], [-0.2, -0.1, 0.0], [0.0, 0.0, 0.0], [0.0, 0.0, 0.0], [0.0, 0.0, 0.0], [0.0, 0.0, 0.0], [0.0, 0.0, 0.0], [0.0, 0.0, 0.0], [0.0, 0.0, -0.1], [0.2, 0.0, 0.3], [-0.1, 0.0, -0.2], [0.0, 0.0, -0.1], [-0.1, 0.0, 0.0], [0.1, 0.0, 0.0], [0.0, -0.1, 0.1], [0.0, 0.0, 0.0], [0.0, 0.0, 0.0], [0.0, 0.0, 0.0], [0.0, 0.0, 0.0], [0.0, 0.0, 0.0], [0.0, 0.0, 0.0], [0.0, 0.0, 0.0], [0.0, 0.0, 0.0], [0.0, 0.0, 0.0], [0.0, 0.0, 0.0], [0.0, 0.0, 0.0], [0.0, 0.0, 0.0], [0.0, 0.0, 0.0], [0.0, 0.0, 0.0], [0.0, 0.0, 0.0], [0.0, 0.0, 0.0], [0.0, 0.0, 0.0], [0.0, 0.0, 0.0], [0.0, 0.0, 0.0], [0.0, 0.0, 0.0], [0.0, 0.0, 0.0], [0.0, 0.0, 0.0], [0.0, 0.0, -0.1], [0.0, 0.0, 0.1], [0.0, 0.0, 0.0], [0.0, 0.0, -0.1], [0.0, 0.0, 0.0], [0.0, 0.0, 0.0], [0.0, 0.0, 0.0], [0.0, 0.0, 0.0], [0.0, 0.0, 0.0], [0.0, 0.0, 0.0], [0.0, 0.0, 0.0], [0.0, 0.0, 0.0], [0.0, 0.0, 0.0]], "lowdin_charge": [0.7470, -0.2181, -0.2074, -0.1026, -0.1603, -0.2656, -0.0371, -0.0719, -0.0321, -0.2679, -0.1712, -0.1214, -0.2040, -0.2147, -0.1166, 0.1652, 0.1167, 0.1070, 0.1113, 0.1072, 0.0843, 0.1149, 0.1320, 0.1041, 0.0999, 0.1049, 0.1147, 0.1097, 0.0989, 0.1133, 0.1104, 0.1059, 0.1180, 0.0661, 0.0371, -0.2747, -0.0287, -0.1078, -0.1129, -0.0430, -0.0765, -0.4393, -0.1451, 0.0340, -0.0258, -0.1244, -0.2757, -0.0399, -0.0826, -0.0668, -0.1316, 0.0478, 0.0487, 0.1089, 0.0933, 0.0881, 0.0981, 0.1096, 0.1036, 0.1002, 0.0983, 0.0724, -0.0464, -0.3382, -0.0378, -0.0306, -0.1795, -0.0872, -0.1171, -0.1578, -0.6930, 0.4336, -0.2304, 0.1016, 0.0757, 0.0484, 0.0796, 0.1018, 0.1082, 0.0931, 0.0916, 0.0787]}

3.
{"formula": "C6H13FO", "method": "wB97M-V/def2-TZVPD", "de_lowest_kj_mol": 340.1, "homo_ev": [-6.97, -7.33], "lumo_energy_ev": [0.91, 0.86], "charge": 0, "max_force_ev_per_a": 3.2, "species": ["C", "C", "C", "C", "C", "C", "O", "F", "H", "H", "H", "H", "H", "H", "H", "H", "H", "H", "H", "H", "H"], "positions_angstrom": [[-2.326, -0.871, 0.009], [0.090, 2.036, 0.176], [1.727, 0.253, 0.908], [1.015, -0.911, -1.779], [-1.216, -0.684, 0.985], [0.644, 0.681, -0.005], [0.712, 0.379, -1.333], [-0.512, -1.817, 1.440], [-2.670, -1.924, -0.092], [-3.188, -0.321, 0.496], [-1.984, -0.339, -0.960], [-0.641, 2.066, 0.915], [-0.444, 2.505, -0.620], [0.976, 2.596, 0.428], [2.752, 0.786, 0.710], [2.013, -0.734, 0.595], [1.469, 0.483, 1.963], [0.297, -1.348, -2.488], [0.888, -1.636, -0.974], [1.912, -1.129, -2.259], [-1.513, -0.069, 1.882]], "atomic_forces_ev_per_a": [[-0.3, 0.9, -0.2], [1.0, 0.2, -0.4], [1.9, 1.3, -0.4], [-2.2, -2.1, 1.1], [2.5, 1.4, 0.8], [-2.5, -1.6, 0.2], [0.1, 0.4, -0.8], [-0.9, 0.5, -0.5], [0.5, 0.6, -0.3], [0.7, -0.4, -1.1], [-1.1, -1.2, 1.1], [-0.8, 0.0, 2.0], [0.2, -0.1, -1.3], [0.0, 1.1, 0.3], [-1.8, -0.2, 0.1], [-0.2, -1.0, 1.0], [0.2, -0.8, -0.7], [-0.5, 1.0, -0.1], [0.3, 0.1, 0.4], [2.2, 0.7, -0.5], [0.6, -0.7, -0.8]], "lowdin_charge": [-0.1107, -0.0374, -0.0580, -0.0936, -0.2188, -0.4068, -0.0976, -0.0951, 0.0807, 0.0808, 0.0936, 0.0536, 0.0841, 0.0852, 0.1230, 0.0596, 0.1057, 0.0960, 0.0870, 0.0671, 0.1016]}

> charge of number 1 (H30O15)?

0